2 unconnected molecules or ions with the total composition C5H15N2, computed with the ωB97M-V functional and the def2-TZVPD basis.

The geometry in XYZ format:
```
22
Properties=species:S:1:pos:R:3:forces:R:3
C 0.95110 -2.60595 -2.08997 -0.2 0.2 0.7
C 0.35306 -1.31965 -1.58984 -0.1 -0.1 -0.3
C -0.68687 -1.20641 -0.77495 0.2 0.0 -0.6
N -1.34304 0.05805 -0.53172 0.4 0.4 0.9
H 0.51182 -3.46459 -1.58332 0.1 0.0 0.0
H 0.72500 -2.70198 -3.15076 0.2 0.0 -0.1
H 2.02923 -2.60735 -1.94165 0.0 -0.1 -0.1
H 0.75489 -0.41490 -2.04196 -0.1 0.0 0.0
H -1.12572 -2.05176 -0.26294 -0.2 0.0 -0.1
H -1.01328 0.42993 0.75282 0.1 -0.6 0.6
H -0.86049 0.83194 -0.97669 -0.2 -0.1 -0.6
H -2.32508 0.04949 -0.78413 0.0 0.1 -0.1
C 1.06798 2.16662 0.72708 0.2 -0.8 0.4
C 0.18116 1.92227 1.95767 -0.1 0.8 -0.7
N -0.50973 0.60639 1.88418 -0.2 0.2 0.2
H 0.48149 2.63367 -0.06021 0.2 0.1 -0.1
H 1.94203 2.76373 0.97125 -0.2 0.3 0.0
H 1.48176 1.22215 0.35625 -0.1 0.0 0.0
H 0.69850 2.05507 2.90330 0.1 -0.2 0.0
H -0.60427 2.67762 1.90877 -0.1 -0.1 0.3
H 0.11212 -0.15251 2.15671 0.1 0.0 -0.3
H -1.24794 0.58810 2.58284 -0.2 0.0 0.0
```
Forces are in eV/Å.

For the lowest unoccupied orbital energy, the calculation gives -2.828 eV. The energy above the lowest of the compared OMol25 structures with the same formula, charge and spin is 82.4 kJ/mol. For the HOMO energy, the calculation gives -13.19 eV. Its largest force on an atom is 1.1 eV Å⁻¹. As for the total charge: +1.



A gas-phase ion, C5H15N2 (charge +1), computed with the ωB97M-V functional and the def2-TZVPD basis.

The geometry in XYZ format:
```
22
Properties=species:S:1:pos:R:3:forces:R:3
N 1.31216 1.22885 -1.47149 -1.0 -0.5 0.0
C 0.59707 1.80306 -0.25243 0.2 0.7 0.2
C 0.72293 0.76970 0.85411 -0.5 -2.6 -0.9
N 0.15198 -0.50462 0.25279 0.5 1.0 -0.2
C -1.22082 -0.80144 0.78474 1.5 -0.7 0.3
C -2.40559 -0.42750 -0.07050 -0.5 -0.7 -1.2
C 1.03229 -1.68969 0.28018 -2.2 -1.2 1.3
H 1.06223 0.21714 -1.46993 0.4 -0.1 0.7
H 0.95840 1.48833 -2.39409 0.1 0.8 0.2
H 2.30901 1.43144 -1.39740 0.0 -0.4 -0.2
H 1.13686 2.72994 -0.04389 -0.4 0.0 0.1
H -0.46132 1.98915 -0.45985 0.4 0.0 -0.3
H 0.09900 0.86908 1.74314 0.5 1.2 0.0
H 1.77411 0.59148 1.11452 -0.2 0.2 0.2
H -1.22353 -0.39490 1.80461 -0.5 -0.1 -0.1
H -1.19969 -1.89209 0.87744 -0.3 0.2 0.2
H -2.93932 -1.36002 -0.30558 -0.2 0.3 0.3
H -3.14458 0.26550 0.32776 0.3 0.1 0.1
H -2.10086 -0.12822 -1.08045 0.1 0.4 0.3
H 2.08212 -1.48844 0.38112 0.4 0.2 0.0
H 0.79509 -2.31305 -0.57479 0.4 0.1 -0.6
H 0.66246 -2.38370 1.09999 1.0 0.8 -0.3
```
Forces are in eV/Å.

For the lowest unoccupied orbital energy, the calculation gives -3.393 eV. The energy above the lowest of the compared OMol25 structures with the same formula, charge and spin is 167.4 kJ/mol. For the HOMO energy, the calculation gives -12.79 eV. Its largest force on an atom is 2.8 eV Å⁻¹. As for the SMILES: CCN(C)CC[NH3+]. As for the total charge: +1.



3 unconnected molecules or ions with the total composition C5H15N2, computed with the ωB97M-V functional and the def2-TZVPD basis.

The geometry in XYZ format:
```
22
Properties=species:S:1:pos:R:3:forces:R:3
N -0.07250 -0.86244 -3.21226 0.6 -3.4 2.1
C -0.99405 -1.57006 -2.32484 -0.9 0.9 0.1
C -1.86515 -0.56621 -1.56286 -0.6 0.8 -0.2
N -1.12226 0.48183 -0.84848 0.4 -1.2 1.0
C 1.24206 -0.65243 2.19873 -3.5 1.2 -0.7
C 0.59189 -0.77288 1.07115 4.7 -1.5 0.9
C 1.31496 2.55651 2.78117 -0.4 -0.9 -0.3
H -0.47342 0.01778 -0.13858 -0.1 0.5 -0.4
H 0.28334 -1.52486 -3.91521 0.0 0.9 -0.8
H 0.65912 -0.40472 -2.66098 -0.1 1.1 -0.8
H -0.44176 -2.16684 -1.55647 0.5 0.3 -0.6
H -1.63247 -2.27993 -2.85081 0.2 0.1 -0.3
H -2.58915 -1.03444 -0.90652 0.0 -0.7 -0.1
H -2.46229 -0.07094 -2.33976 0.0 0.2 0.2
H -1.78605 0.93618 -0.21527 0.0 0.5 -0.4
H 2.27787 -1.03654 2.19485 -0.2 -0.4 0.0
H 0.79222 -0.15177 3.05639 0.5 -0.1 0.4
H 1.13106 -1.02081 0.14560 -1.5 0.5 -0.7
H 0.36787 2.41145 3.29257 -0.1 0.2 0.3
H 2.02104 3.06185 3.42981 0.1 -0.1 -0.1
H 1.64215 1.53598 2.48914 0.4 1.0 0.2
H 1.11552 3.11329 1.87265 0.2 0.2 -0.1
```
Forces are in eV/Å.

For the lowest unoccupied orbital energy (spin up / spin down), the calculation gives -12.487 / -12.734 eV. Its multiplicity is 2. The energy above the lowest of the compared OMol25 structures with the same formula, charge and spin is 766.1 kJ/mol. For the HOMO energy (spin up / spin down), the calculation gives -19.06 / -19.07 eV. Its largest force on an atom is 5.0 eV Å⁻¹. As for the total charge: +2.



2 unconnected molecules or ions with the total composition C5H15N2O, computed with the ωB97M-V functional and the def2-TZVPD basis.

The geometry in XYZ format:
```
23
Properties=species:S:1:pos:R:3:forces:R:3
C 0.70972 -1.19020 2.42992 0.3 -0.1 -0.1
C 1.60381 -1.40311 1.18902 -0.2 -0.1 0.5
C 1.93031 -0.12257 0.43104 0.4 -0.1 -0.2
C 0.72925 0.71741 0.09123 -0.3 0.4 0.1
C -0.22121 0.19828 -0.69097 0.2 -0.2 -0.5
N -1.42752 0.90305 -1.11197 0.5 1.1 0.2
N 0.69168 1.96357 0.64333 0.0 -0.1 0.0
H 1.17688 -1.69410 3.28077 -0.3 0.2 0.0
H -0.28539 -1.60809 2.28722 0.0 0.1 0.0
H 0.60488 -0.12788 2.65923 0.0 -0.1 0.1
H 2.53534 -1.85228 1.54823 0.0 0.0 -0.4
H 1.11743 -2.11288 0.51411 0.2 0.0 0.0
H 2.46360 -0.39354 -0.48744 -0.1 0.1 0.0
H 2.63850 0.48791 0.99318 -0.1 0.0 0.2
H -0.03089 -0.77006 -1.12266 -0.5 -0.1 -0.3
H -1.69317 0.70880 -2.08759 -0.3 -0.7 0.0
H -2.22817 0.68624 -0.48951 0.1 0.1 -0.5
H -1.30731 1.97593 -1.14461 -0.2 -0.9 0.5
H -0.03647 2.63325 0.41960 0.2 0.0 0.2
H 1.42868 2.22991 1.27096 -0.1 0.2 -0.1
H -3.61602 -1.07442 -3.14872 -0.1 -0.4 0.2
H -3.54924 0.04526 -4.17689 0.0 0.1 -0.2
O -3.23470 -0.20046 -3.29751 0.3 0.5 0.2
```
Forces are in eV/Å.

For the lowest unoccupied orbital energy (spin up / spin down), the calculation gives -0.044 / 0.380 eV. Its multiplicity is 2. The energy above the lowest of the compared OMol25 structures with the same formula, charge and spin is 251.7 kJ/mol. For the HOMO energy (spin up / spin down), the calculation gives -1.96 / -9.02 eV. Its largest force on an atom is 1.3 eV Å⁻¹.



2 unconnected molecules or ions with the total composition C5H15N2O, computed with the ωB97M-V functional and the def2-TZVPD basis.

The geometry in XYZ format:
```
23
Properties=species:S:1:pos:R:3:forces:R:3
C 2.44107 -0.20006 -1.41228 -0.7 -0.2 -1.4
C 1.03665 -0.11485 -0.80239 1.7 0.2 0.2
C 0.79406 -1.20696 0.21078 -0.1 -0.4 0.7
C -0.51352 -1.09159 0.96567 0.5 -0.9 -0.7
C -1.70431 -1.16294 0.34238 0.5 1.3 1.5
N -2.90709 -0.87171 0.95253 -0.2 -0.2 -0.6
N 1.00274 1.25429 -0.14119 0.4 1.2 -0.3
H 3.27771 -0.23291 -0.71832 -0.2 0.2 0.3
H 2.54107 0.62526 -2.12765 0.4 0.0 0.2
H 2.52216 -1.09532 -2.03449 -0.1 0.0 0.2
H 0.25991 -0.12736 -1.56157 0.0 0.2 -0.1
H 1.57447 -1.22039 0.98360 0.2 0.3 -0.3
H 0.95295 -2.16956 -0.28907 -0.3 0.1 -0.2
H -0.31047 -1.10577 2.03038 -0.9 0.3 0.1
H -1.70929 -1.23809 -0.73745 -0.3 -0.1 -0.1
H -3.10035 -0.96773 1.93617 0.4 -0.1 -0.1
H -3.70459 -0.73203 0.36890 -0.3 -0.3 -0.1
H 0.04685 1.63005 0.01770 -0.3 -0.4 0.9
H 1.42652 2.02744 -0.67463 -0.1 -0.7 -0.8
H 1.63766 1.29906 0.66195 -0.8 -0.5 0.5
H -2.37740 1.98927 0.12354 0.3 0.1 0.3
H -1.66082 2.42762 1.42017 -0.2 0.0 0.4
O -1.52596 2.28428 0.48529 -0.1 -0.1 -0.7
```
Forces are in eV/Å.

For the lowest unoccupied orbital energy, the calculation gives -2.957 eV. The energy above the lowest of the compared OMol25 structures with the same formula, charge and spin is 105.4 kJ/mol. For the HOMO energy, the calculation gives -11.53 eV. Its largest force on an atom is 2.1 eV Å⁻¹. As for the total charge: +1.



A gas-phase ion, C5H15N2O (charge +1), computed with the ωB97M-V functional and the def2-TZVPD basis.

The geometry in XYZ format:
```
23
Properties=species:S:1:pos:R:3:forces:R:3
N 1.58371 0.33268 1.09291 -0.6 0.5 0.7
C 0.42145 0.38930 0.14788 -0.7 0.6 -0.8
C -0.66443 1.33128 0.74782 0.4 -0.4 1.0
C -1.61060 0.59766 1.67272 -0.6 -0.3 0.9
O 0.00563 2.29428 1.58454 0.3 0.0 -0.2
C -0.04735 -0.98800 -0.34717 0.2 0.3 -0.1
N -0.40662 -0.90453 -1.74413 -0.2 -0.1 0.0
C 0.44860 -1.62077 -2.67474 0.1 -0.3 -0.4
H 1.28540 0.01872 2.02288 0.2 -0.5 -0.2
H 1.83043 1.30675 1.29404 0.2 0.0 -0.2
H 2.37230 -0.20095 0.73276 0.0 -0.1 0.1
H 0.76699 0.92181 -0.72835 0.6 -0.1 -0.3
H -1.17419 1.83620 -0.06553 -0.2 -0.1 -0.1
H -1.15539 -0.22178 2.24284 0.3 0.0 -0.2
H -2.50085 0.17338 1.22075 0.1 -0.1 -0.5
H -1.99826 1.24769 2.45416 0.1 0.4 -0.2
H 0.27386 3.07680 1.09096 -0.2 0.1 -0.1
H -0.89131 -1.34601 0.23319 0.0 -0.1 0.2
H 0.79501 -1.66823 -0.19704 -0.1 -0.4 -0.1
H -1.37744 -1.12390 -1.89932 0.0 -0.1 0.1
H -0.09400 -1.89091 -3.57543 -0.2 0.1 0.0
H 1.26805 -1.00203 -3.01010 0.4 0.3 0.0
H 0.86902 -2.55944 -2.29563 -0.1 0.1 0.3
```
Forces are in eV/Å.

For the lowest unoccupied orbital energy, the calculation gives -3.375 eV. The energy above the lowest of the compared OMol25 structures with the same formula, charge and spin is 149.1 kJ/mol. For the HOMO energy, the calculation gives -12.71 eV. Its largest force on an atom is 1.2 eV Å⁻¹. As for the SMILES: CNC[C@H]([NH3+])[C@@H](C)O. As for the total charge: +1.



2 unconnected molecules or ions with the total composition C5H15N2O, computed with the ωB97M-V functional and the def2-TZVPD basis.

The geometry in XYZ format:
```
23
Properties=species:S:1:pos:R:3:forces:R:3
C -0.77576 -0.23392 -1.50151 1.2 1.4 -0.3
C 0.31239 0.84599 -1.75640 -0.3 0.3 0.1
C 1.34859 1.02886 -0.63247 0.3 -0.1 -0.7
N -0.44718 2.00298 2.54878 0.2 0.3 -0.6
C 0.07283 2.03423 1.27970 -0.6 -1.4 0.0
C 0.82952 1.02995 0.77630 0.1 0.8 0.4
N -0.22478 -1.30890 -0.64332 0.5 0.5 0.2
H -1.06188 -0.60343 -2.46327 -0.7 -0.5 -0.2
H -1.55016 0.29744 -0.96819 -0.5 -0.6 0.1
H 0.79654 0.76256 -2.73223 0.2 -0.5 0.2
H -0.23346 1.77970 -1.87775 -0.2 0.1 0.2
H 1.87676 1.94892 -0.87437 0.0 0.2 0.1
H 2.13541 0.28286 -0.75665 0.0 -0.2 0.2
H -0.05610 1.30900 3.16203 -0.1 0.2 0.3
H -0.80985 2.84769 2.95140 0.1 0.0 0.1
H -0.33486 2.78188 0.60759 0.1 0.3 0.2
H 1.28909 0.36002 1.50168 0.0 -0.1 -0.1
H -0.02738 -0.85102 0.25761 0.0 0.1 0.2
H -0.78208 -2.14844 -0.46321 -0.2 -0.3 -0.2
H 0.69294 -1.58848 -0.99274 -0.2 -0.3 -0.1
H -1.02905 -4.65496 -0.61663 0.0 0.0 0.2
H -0.47225 -4.29652 0.78724 0.0 -0.2 0.1
O -0.80441 -3.92258 -0.03135 0.0 0.2 -0.2
```
Forces are in eV/Å.

For the lowest unoccupied orbital energy, the calculation gives -2.889 eV. The energy above the lowest of the compared OMol25 structures with the same formula, charge and spin is 101.8 kJ/mol. For the HOMO energy, the calculation gives -11.55 eV. Its largest force on an atom is 1.9 eV Å⁻¹. As for the total charge: +1.



2 unconnected molecules or ions with the total composition C5H15N2O, computed with the ωB97M-V functional and the def2-TZVPD basis.

The geometry in XYZ format:
```
23
Properties=species:S:1:pos:R:3:forces:R:3
C -1.31088 1.27956 1.03984 0.6 0.7 -0.1
C 0.24565 1.40315 1.11526 -1.1 -1.3 1.4
C 0.84595 1.34050 -0.29812 -0.2 0.6 0.0
C 0.39337 0.19996 -1.14461 0.0 3.0 -1.1
C 1.02245 -1.07138 -1.03143 1.5 -3.9 -0.2
N 0.38319 -2.21194 -0.29636 -0.2 1.1 0.6
N -0.31284 0.39941 -2.37463 0.2 -0.7 1.6
H -1.70874 1.00512 2.01157 0.0 -0.3 0.0
H -1.58487 0.51957 0.28247 -0.1 0.2 0.5
H -1.79542 2.22365 0.78350 0.1 0.0 -0.3
H 0.62173 2.29079 1.65478 -0.3 -0.2 -0.6
H 0.54508 0.54123 1.74737 0.2 0.3 -0.6
H 1.93285 1.23976 -0.14375 -0.1 -0.3 -0.3
H 0.66208 2.33866 -0.72681 -0.1 -0.6 -0.4
H 2.06050 -0.99327 -0.68401 -0.4 0.3 0.5
H -0.43747 -2.55793 -0.78245 0.4 -0.3 -0.1
H 1.09693 -1.46933 -2.04929 0.1 0.6 -0.4
H 1.06986 -2.93357 -0.06197 -0.4 0.3 -0.5
H 0.33409 0.97683 -2.92306 -0.1 -0.1 -0.4
H -1.17780 0.92328 -2.27022 0.1 0.6 0.2
H -1.64009 -1.93497 2.43763 0.1 0.0 0.2
H -0.49701 -1.91295 1.41400 0.1 0.1 0.3
O -0.74862 -1.59613 2.30031 -0.2 0.0 -0.3
```
Forces are in eV/Å.

For the lowest unoccupied orbital energy, the calculation gives -6.947 eV. The energy above the lowest of the compared OMol25 structures with the same formula, charge and spin is 372.9 kJ/mol. For the HOMO energy, the calculation gives -14.18 eV. Its largest force on an atom is 4.1 eV Å⁻¹. As for the total charge: +1.